Below is a 6-piece molecular cluster, C24H63N3O9 overall at a distorted geometry, with properties calculated with the ωB97M-V functional and the def2-TZVPD basis.

- Highest occupied orbital energy: -8.24 eV
- Molecular weight: 537.8 g mol⁻¹
- HOMO-LUMO gap: 8.7 eV

The geometry in ORCA input format:
```
! wB97M-V def2-TZVPD RIJCOSX def2/J DEFGRID3
* xyz 0 1
C -0.63 -6.99 0.52
O -0.64 -5.59 0.87
C -1.25 -4.73 -0.12
C -0.16 -4.19 -1.18
N 0.86 -3.46 -0.42
C 2.15 -3.13 -1.03
C 3.18 -2.58 -0.08
O 3.73 -3.64 0.74
C 4.57 -3.02 1.72
H 0.01 -7.29 -0.37
H -1.60 -7.37 0.37
H -0.18 -7.54 1.39
H -1.60 -3.87 0.39
H -2.04 -5.24 -0.60
H -0.53 -3.67 -2.01
H 0.31 -5.17 -1.59
H 1.04 -3.87 0.46
H 1.95 -2.42 -1.84
H 2.65 -4.09 -1.42
H 2.59 -1.91 0.58
H 3.95 -2.07 -0.75
H 5.08 -3.77 2.35
H 3.98 -2.46 2.40
H 5.33 -2.41 1.19
C 5.26 2.82 -0.97
O 5.46 1.61 -0.28
C 4.97 1.63 1.11
C 3.49 1.49 1.25
N 3.22 1.71 2.69
C 1.84 1.88 3.13
C 0.96 0.62 3.19
O 1.52 -0.29 4.13
C 1.08 -1.55 3.67
H 4.29 2.95 -1.41
H 6.00 2.81 -1.81
H 5.55 3.68 -0.37
H 5.32 2.50 1.64
H 5.47 0.77 1.64
H 3.25 0.47 0.94
H 2.86 2.13 0.65
H 3.69 1.04 3.31
H 1.37 2.47 2.37
H 1.83 2.31 4.06
H 0.96 0.15 2.20
H -0.02 0.84 3.51
H 1.54 -2.36 4.23
H 1.28 -1.60 2.63
H 0.00 -1.59 3.87
C -1.05 4.06 -3.39
O -2.37 3.55 -3.21
C -2.40 2.38 -2.40
C -3.69 2.25 -1.72
N -3.73 0.98 -1.04
C -5.05 0.49 -0.77
C -5.70 1.04 0.56
O -5.90 2.44 0.60
C -7.04 2.87 -0.18
H -1.15 5.02 -3.84
H -0.39 3.40 -4.01
H -0.56 4.29 -2.44
H -1.58 2.47 -1.58
H -2.23 1.47 -3.04
H -4.40 2.32 -2.53
H -3.89 3.12 -1.07
H -3.20 0.30 -1.62
H -4.86 -0.64 -0.57
H -5.71 0.52 -1.65
H -4.99 0.93 1.37
H -6.61 0.49 0.79
H -7.28 2.21 -1.00
H -6.72 3.79 -0.51
H -7.86 2.96 0.53
C 2.22 -0.28 -4.36
C 3.49 -0.48 -3.53
O 3.34 0.39 -2.47
H 2.20 -0.94 -5.23
H 2.28 0.71 -4.72
H 1.27 -0.41 -3.74
H 4.31 -0.14 -4.24
H 3.63 -1.52 -3.23
H 3.98 0.16 -1.73
C -2.03 -0.88 1.04
C -1.00 -0.36 0.06
O 0.33 -0.80 0.38
H -2.07 -2.03 0.99
H -3.01 -0.52 0.82
H -1.72 -0.69 2.11
H -1.05 0.75 -0.08
H -1.20 -0.83 -0.90
H 0.37 -1.74 0.08
C -1.70 4.11 1.48
C -2.80 3.21 2.00
O -2.75 1.88 1.57
H -1.91 5.12 1.62
H -1.52 3.89 0.44
H -0.69 3.90 1.93
H -3.67 3.70 1.71
H -2.85 3.16 3.12
H -3.09 1.89 0.65
*
```

Below is a 8-piece molecular cluster, C24H63NO22S7 overall at a distorted geometry, with properties calculated with the ωB97M-V functional and the def2-TZVPD basis.

- Highest occupied orbital energy: -10.05 eV
- Molecular weight: 942.2 g mol⁻¹
- HOMO-LUMO gap: 9.8 eV

The geometry in ORCA input format:
```
! wB97M-V def2-TZVPD RIJCOSX def2/J DEFGRID3
* xyz 0 1
C -2.41 1.11 3.96
C -3.20 2.37 3.97
O -3.21 2.71 2.55
S -4.08 3.96 2.14
C -5.68 3.03 1.78
O -4.30 4.79 3.26
O -3.57 4.40 0.92
H -1.38 1.34 3.67
H -2.84 0.35 3.29
H -2.39 0.72 4.98
H -4.24 2.22 4.27
H -2.72 3.14 4.57
H -6.44 3.79 1.51
H -6.05 2.50 2.67
H -5.48 2.36 0.94
C -3.45 0.55 -0.25
C -2.39 0.56 -1.30
O -2.75 1.75 -2.10
S -1.44 2.53 -2.70
C -0.77 3.32 -1.16
O -0.41 1.61 -3.05
O -2.03 3.53 -3.51
H -3.42 -0.36 0.38
H -4.40 0.54 -0.81
H -3.33 1.45 0.35
H -1.41 0.68 -0.85
H -2.36 -0.27 -2.03
H -0.03 4.03 -1.54
H -0.27 2.56 -0.57
H -1.55 3.88 -0.66
C -0.77 -4.43 -5.28
C -0.63 -3.45 -4.12
O -1.37 -2.21 -4.34
S -3.01 -2.29 -4.50
C -3.55 -3.31 -3.09
O -3.42 -0.99 -4.21
O -3.37 -2.97 -5.68
H 0.00 -5.16 -5.02
H -0.52 -4.01 -6.25
H -1.71 -4.99 -5.30
H -0.92 -3.92 -3.18
H 0.40 -3.11 -4.05
H -4.65 -3.25 -3.11
H -3.21 -2.80 -2.18
H -3.24 -4.35 -3.13
C -3.18 -3.11 3.42
C -3.11 -4.18 2.41
O -2.05 -3.63 1.50
S -1.65 -4.47 0.18
C -0.38 -5.74 0.66
O -2.79 -5.19 -0.22
O -0.97 -3.52 -0.63
H -3.95 -3.32 4.18
H -3.36 -2.13 2.97
H -2.21 -3.08 3.94
H -2.82 -5.17 2.77
H -4.04 -4.25 1.85
H -0.15 -6.24 -0.28
H -0.82 -6.48 1.33
H 0.52 -5.29 1.08
C 3.17 3.35 4.09
C 2.30 3.54 2.92
O 1.78 4.92 3.15
S 0.73 5.50 2.11
C -0.87 4.55 2.31
O 0.44 6.80 2.60
O 1.19 5.22 0.80
H 2.48 3.25 4.94
H 3.87 4.16 4.28
H 3.65 2.37 4.02
H 2.92 3.55 2.02
H 1.49 2.84 2.69
H -1.56 5.06 1.64
H -1.23 4.60 3.35
H -0.70 3.53 1.93
C 3.71 3.02 -1.40
C 4.16 2.35 -2.67
O 4.24 0.90 -2.29
S 4.74 -0.11 -3.50
C 3.38 -0.06 -4.72
O 5.84 0.47 -4.20
O 4.74 -1.38 -2.88
H 3.36 4.03 -1.62
H 4.50 3.08 -0.64
H 2.82 2.50 -1.03
H 3.40 2.44 -3.44
H 5.12 2.68 -3.06
H 2.40 -0.31 -4.32
H 3.67 -0.84 -5.44
H 3.39 0.92 -5.19
C 3.67 -3.66 0.42
C 4.47 -2.39 0.33
O 4.46 -1.96 1.72
S 5.28 -0.49 1.90
C 4.01 0.68 1.26
O 5.38 -0.36 3.30
O 6.38 -0.44 1.02
H 4.13 -4.44 1.04
H 3.48 -4.07 -0.57
H 2.72 -3.32 0.84
H 5.51 -2.49 -0.02
H 4.00 -1.67 -0.36
H 3.09 0.49 1.83
H 3.85 0.57 0.19
H 4.32 1.72 1.47
C 1.14 -0.64 -1.50
N 0.57 -1.07 -0.25
C 0.41 -0.38 0.85
C -0.31 -1.03 1.95
O 0.82 0.77 0.92
H 2.09 -1.14 -1.75
H 1.36 0.42 -1.47
H 0.39 -0.78 -2.29
H 0.08 -1.94 -0.38
H 0.10 -0.61 2.87
H -0.19 -2.11 1.96
H -1.37 -0.69 1.89
*
```

Short version: energy relative to the best compared isomer or geometry (same formula, charge and spin) = 57.9, 0.0 kcal per mole, in the order given.